Record 1
Below is a structure of composition C24H44O3P2PdS, with properties calculated with ωB97M-V with the def2-TZVPD basis set.

The HOMO energy (spin up / spin down) comes out at -0.41623 / -0.51447 hartree. As for the multiplicity: 5. As for the energy relative to the best compared isomer or geometry (same formula, charge and spin): 0.0000 eV. As for the charge: +2. Its LUMO energy (spin up / spin down) is -0.1887 / -0.3300 hartree. Its max |F| is 4.88 eV/A. As for the electronic energy: -64615.7490 eV.

Each line ends with the Löwdin spin population.
Geometry (Å):
Pd (-0.6951, -4.0792, -1.8317)  0.49
C (2.9033, 2.1077, -1.6537)  0.32
C (1.7452, 2.1751, -2.4783)  0.31
C (1.4842, 3.6869, -0.7593)  0.32
C (2.7374, 3.0338, -0.5851)  0.33
C (0.8653, 3.1458, -1.9189)  0.32
C (4.1047, 1.2769, -1.8918)  0.05
H (3.9258, 0.5211, -2.6644)  0.00
H (4.4288, 0.7630, -0.9753)  0.01
H (4.9500, 1.8966, -2.2314)  0.02
C (3.6689, 3.2774, 0.5298)  0.05
H (4.6102, 2.7373, 0.3868)  0.00
H (3.2159, 2.9544, 1.4817)  0.02
H (3.8967, 4.3488, 0.6186)  0.01
C (0.9170, 4.7265, 0.1123)  0.05
H (1.7093, 5.2655, 0.6420)  0.00
H (0.2455, 4.2760, 0.8620)  0.02
H (0.3292, 5.4497, -0.4707)  0.01
C (-0.4349, 3.5917, -2.4617)  0.05
H (-0.3408, 4.5645, -2.9699)  0.02
H (-1.1789, 3.7223, -1.6617)  0.01
H (-0.8335, 2.8774, -3.1905)  0.00
C (1.5227, 1.4135, -3.7257)  0.04
H (1.9658, 1.9316, -4.5912)  0.02
H (0.4534, 1.2852, -3.9338)  0.00
H (1.9832, 0.4176, -3.6738)  0.01
C (-0.8161, -5.0516, -0.1442)  0.06
C (-1.6620, -5.6315, -1.1622)  0.07
C (-3.1523, -5.3485, -1.2155)  0.01
C (-3.4501, -3.9407, -1.7763)  0.01
C (-2.2460, -2.9261, -1.6034)  0.22
C (-2.3523, -2.2799, -0.2616)  0.03
C (-2.4400, -3.2344, 0.9082)  0.00
C (-1.3742, -4.3476, 1.0864)  0.00
H (-3.6264, -5.5257, -0.2376)  0.00
H (-4.3480, -3.5364, -1.2985)  0.00
H (-3.5961, -6.0789, -1.9081)  0.00
H (-1.8205, -5.1030, 1.7535)  0.00
H (0.1229, -5.5801, 0.0795)  0.01
H (-1.3435, -6.5986, -1.5733)  0.01
H (-0.5172, -3.9477, 1.6549)  0.00
H (-2.4102, -2.6311, 1.8339)  0.00
H (-3.3516, -1.7771, -0.2773)  0.01
H (-3.4420, -3.6989, 0.8811)  0.00
H (-3.6626, -4.0236, -2.8497)  0.00
H (-2.2495, -2.1659, -2.4034)  0.04
P (1.2694, -0.0499, 1.1209)  0.48
C (2.1807, -0.7410, 2.5718)  0.03
C (1.9200, -1.2305, -0.1519)  0.11
P (-1.8342, -0.3570, 0.5011)  0.01
C (-0.3839, -0.8412, 1.4845)  0.07
C (-1.3058, 0.4672, -0.9975)  0.01
C (-2.9329, 0.7337, 1.3796)  0.00
H (3.0920, -0.1409, 2.6950)  0.00
H (2.4327, -1.7945, 2.4039)  0.01
H (1.5594, -0.6213, 3.4669)  0.00
H (1.4822, -0.9984, -1.1291)  0.01
H (1.6674, -2.2591, 0.1265)  0.02
H (3.0084, -1.1076, -0.2083)  0.00
H (-3.3356, 0.2248, 2.2647)  0.00
H (-3.7510, 1.0336, 0.7083)  0.00
H (-2.3502, 1.6203, 1.6903)  0.00
H (-0.6172, -0.5970, 2.5349)  0.00
H (-0.2394, -1.9306, 1.3767)  0.01
H (-0.5898, 1.2487, -0.7169)  0.01
H (-2.1765, 0.9478, -1.4610)  0.00
H (-0.8524, -0.2241, -1.7208)  0.00
C (0.2086, 3.4725, 4.3539)  0.02
S (0.1097, 2.2249, 3.0752)  0.01
O (1.5236, 2.0354, 2.6431)  0.22
O (-0.4751, 1.0507, 3.7357)  0.00
O (-0.7274, 2.7865, 1.9937)  0.01
H (0.7716, 3.0388, 5.1849)  0.00
H (-0.8126, 3.7117, 4.6610)  0.00
H (0.7165, 4.3567, 3.9623)  0.00



Record 2
Below is a structure of composition C24H45AlF5OP2Te, with properties calculated with ωB97M-V with the def2-TZVPD basis set.

The HOMO energy (spin up / spin down) comes out at -0.37220 / -0.37223 hartree. As for the multiplicity: 1. As for the energy relative to the best compared isomer or geometry (same formula, charge and spin): 0.0000 eV. As for the charge: +1. Its LUMO energy (spin up / spin down) is -0.2120 / -0.2084 hartree. Its max |F| is 8.11 eV/A. As for the electronic energy: -73714.4432 eV.

Each line ends with the Löwdin charge.
Geometry (Å):
Al (0.8304, -0.8751, -0.4149)  -0.15
C (-3.1583, 2.0984, 0.2927)  -0.14
C (-3.8145, 1.2341, -0.6269)  -0.17
C (-3.2026, -0.0185, 1.2178)  -0.09
C (-2.7520, 1.3265, 1.4128)  -0.09
C (-3.8482, -0.0808, -0.0559)  -0.14
C (-2.9712, 3.5535, 0.1289)  0.00
H (-2.9071, 3.8323, -0.9286)  0.09
H (-2.0623, 3.9033, 0.6415)  0.09
H (-3.8137, 4.1167, 0.5596)  0.12
C (-2.0087, 1.8727, 2.5590)  0.02
H (-1.1158, 2.4169, 2.2206)  0.09
H (-1.6609, 1.0715, 3.2082)  0.06
H (-2.6232, 2.5787, 3.1428)  0.12
C (-3.0970, -1.1568, 2.1324)  0.00
H (-4.0860, -1.5890, 2.3432)  0.11
H (-2.6320, -0.8499, 3.0716)  0.08
H (-2.4628, -1.9382, 1.6998)  0.11
C (-4.4340, -1.2770, -0.6697)  0.00
H (-5.3107, -1.0169, -1.2800)  0.10
H (-4.7451, -1.9838, 0.1116)  0.10
H (-3.7191, -1.8032, -1.3215)  0.10
C (-4.3832, 1.6354, -1.9220)  -0.02
H (-5.3675, 2.1114, -1.7902)  0.12
H (-4.5208, 0.7644, -2.5748)  0.09
H (-3.7339, 2.3630, -2.4369)  0.09
C (2.0213, 0.5976, -1.1765)  -0.09
C (0.7480, 1.1117, -0.9502)  -0.11
C (-0.2530, 1.3518, -2.0717)  -0.09
C (-1.0678, 0.0986, -2.4766)  -0.11
C (-0.5875, -1.1895, -1.8402)  -0.08
C (0.6485, -1.7587, -2.2402)  -0.08
C (1.6023, -1.0319, -3.1803)  -0.10
C (2.4883, 0.0823, -2.5284)  -0.10
H (0.2321, 1.7592, -2.9748)  0.14
H (-1.0505, 0.0088, -3.5742)  0.14
H (-0.9642, 2.1230, -1.7367)  0.11
H (2.6306, 0.9063, -3.2535)  0.14
H (2.8455, 0.8293, -0.4808)  0.14
H (0.5398, 1.7226, -0.0606)  0.10
H (3.4928, -0.3428, -2.3798)  0.13
H (2.2894, -1.7833, -3.6081)  0.14
H (0.7086, -2.8512, -2.2900)  0.11
H (1.0589, -0.5823, -4.0250)  0.13
H (-2.1153, 0.2542, -2.1885)  0.09
H (-1.3914, -1.8623, -1.5155)  0.14
P (2.5871, 3.6546, 0.7674)  0.78
C (1.8129, 4.0865, 2.3771)  -0.31
H (2.4363, 4.8027, 2.9348)  0.05
H (1.6625, 3.1558, 2.9472)  0.02
H (0.8296, 4.5310, 2.1572)  0.02
C (4.0437, 2.7252, 1.4109)  -0.30
H (4.7175, 3.4126, 1.9415)  0.04
H (4.5672, 2.2750, 0.5573)  0.03
H (3.6796, 1.9293, 2.0744)  0.03
C (3.3865, 5.2228, 0.2901)  -0.33
H (3.7623, 5.0727, -0.7372)  0.03
H (4.2145, 5.4804, 0.9684)  0.04
H (2.6159, 6.0071, 0.2768)  0.04
P (1.5143, -4.4083, -0.1010)  0.81
C (0.2151, -5.5745, -0.6325)  -0.29
H (0.6099, -6.3148, -1.3368)  0.04
H (-0.5447, -4.9571, -1.1358)  0.01
H (-0.2468, -6.0513, 0.2406)  0.05
C (2.9214, -4.8099, -1.2073)  -0.29
H (2.6067, -4.7375, -2.2569)  0.03
H (3.3147, -5.8108, -0.9923)  0.04
H (3.6951, -4.0502, -1.0356)  0.04
C (2.1052, -5.0415, 1.4994)  -0.28
H (2.5920, -6.0186, 1.3778)  0.05
H (1.2717, -5.0951, 2.2119)  0.03
H (2.8195, -4.3102, 1.8977)  0.05
F (1.3867, 0.9245, 2.3261)  -0.54
Te (1.0574, -1.0411, 2.6524)  1.93
F (2.3345, -1.6451, 0.1194)  -0.23
F (-0.4933, -0.5099, 3.6339)  -0.44
F (1.9315, -0.8019, 4.4313)  -0.56
F (0.4510, -2.8822, 3.0964)  -0.54
O (-0.1341, -0.9532, 1.0760)  -0.51